1.
16
Properties=species:S:1:pos:R:3 method="wB97M-V/def2-TZVPD" e_above_lowest_ev=0.052 lumo_energy_ha=0.0420 total_charge=0 homo_ev=-11.8138
C -1.87922 -0.02282 -1.17414
C -2.87495 -0.05725 -0.00495
H -2.29692 0.50262 -2.03277
H -0.98962 0.51108 -0.83870
H -1.60761 -1.03425 -1.46275
H -2.52018 -0.78098 0.73177
H -3.85537 -0.39424 -0.34495
H -2.97552 0.90298 0.49696
C 1.62782 0.05135 0.49545
C 3.14326 0.03598 0.66848
H 1.34636 -0.08153 -0.55034
H 1.11094 -0.70741 1.08170
H 1.22247 1.02487 0.78868
H 3.54193 -0.87276 0.21477
H 3.60287 0.90559 0.20567
H 3.40373 0.01676 1.72511

***

2.
16
Properties=species:S:1:pos:R:3 method="wB97M-V/def2-TZVPD" e_above_lowest_ev=1.087 lumo_energy_ha=0.0402 total_charge=0 homo_ev=-11.2634
C -1.42278 -1.65234 -0.89292
C 0.06647 -1.86075 -1.08860
H -1.98607 -1.54844 -1.76679
H -1.85988 -2.30469 -0.22293
H -1.45959 -0.71393 -0.32204
H 0.50251 -2.78567 -1.48110
H 0.57248 -1.08851 -1.61735
H 0.29023 -1.96478 0.03939
C 0.90823 1.39909 0.21023
C 0.51275 2.02049 1.56635
H 0.33868 1.97103 -0.56971
H 1.95213 1.53585 0.05193
H 0.47789 0.49312 0.22705
H 0.64235 1.36782 2.46669
H 1.01115 3.00548 1.75281
H -0.54656 2.12623 1.64700

***

3.
16
Properties=species:S:1:pos:R:3 method="wB97M-V/def2-TZVPD" e_above_lowest_ev=0.584 lumo_energy_ha=0.0409 total_charge=0 homo_ev=-11.4121
C -0.98697 -1.85673 1.44339
C -1.93483 -0.62795 0.97439
H -1.13673 -1.92837 2.52579
H -1.30259 -2.69835 0.83457
H 0.05477 -1.49499 1.38412
H -1.66666 -0.18719 0.00422
H -1.70154 0.02959 1.79890
H -2.99789 -0.85933 0.89336
C 0.70630 0.98918 -1.18397
C 2.21640 1.41759 -1.28423
H 0.06388 1.51682 -1.89758
H 0.72209 -0.08086 -1.41666
H 0.31589 1.21065 -0.19730
H 2.78039 1.02660 -0.43129
H 2.26987 2.49821 -1.20317
H 2.59762 1.04512 -2.24455

***

4.
16
Properties=species:S:1:pos:R:3 method="wB97M-V/def2-TZVPD" e_above_lowest_ev=0.060 lumo_energy_ha=0.0424 total_charge=0 homo_ev=-11.7581
C -1.69385 -1.34798 2.11111
C -0.94592 -0.31890 1.27176
H -2.76869 -1.16905 2.10341
H -1.49516 -2.35800 1.74446
H -1.34981 -1.32108 3.14762
H -1.13113 -0.43994 0.20775
H -1.27471 0.69522 1.51018
H 0.13510 -0.35927 1.40630
C 1.81702 1.03932 -1.16223
C 0.81493 0.64515 -2.22685
H 1.37269 1.01541 -0.16854
H 2.69174 0.38851 -1.16503
H 2.15763 2.05909 -1.30292
H 1.19834 0.92192 -3.21240
H -0.17489 1.09357 -2.12206
H 0.58191 -0.41944 -2.28618

***

5.
16
Properties=species:S:1:pos:R:3 method="wB97M-V/def2-TZVPD" e_above_lowest_ev=0.513 lumo_energy_ha=0.0415 total_charge=0 homo_ev=-11.5202
C 2.25922 0.03521 -1.46391
C 1.30552 -0.55972 -2.50795
H 2.25829 1.10708 -1.62366
H 2.06273 -0.19585 -0.40803
H 3.21634 -0.49833 -1.45918
H 0.58559 -1.28142 -2.12755
H 1.86970 -0.90319 -3.37655
H 0.66269 0.18676 -2.98935
C -1.44965 0.19490 1.30345
C -2.08526 0.30033 2.64653
H -2.12395 0.55933 0.51988
H -0.58972 0.86107 1.22955
H -1.19484 -0.82704 1.03213
H -2.17186 1.30799 3.06675
H -3.10828 -0.06651 2.74938
H -1.49654 -0.22060 3.40850

***

6.
16
Properties=species:S:1:pos:R:3 method="wB97M-V/def2-TZVPD" e_above_lowest_ev=0.185 lumo_energy_ha=0.0431 total_charge=0 homo_ev=-11.7416
C -1.56109 -1.29871 0.10457
C -0.95606 -2.16990 1.18706
H -2.63644 -1.44535 0.01400
H -1.41605 -0.23584 0.28434
H -1.20358 -1.54053 -0.89779
H -1.66702 -2.40549 1.97302
H -0.09652 -1.72649 1.70985
H -0.61773 -3.12606 0.80998
C 1.65196 1.17697 -1.02740
C 0.92138 2.28721 -0.26645
H 0.93170 0.52334 -1.51029
H 2.25971 1.60960 -1.82441
H 2.22171 0.55962 -0.34990
H 0.80130 3.18942 -0.86434
H -0.09271 2.00208 0.03361
H 1.45945 2.60013 0.62416

***

7.
16
Properties=species:S:1:pos:R:3 method="wB97M-V/def2-TZVPD" e_above_lowest_ev=0.308 lumo_energy_ha=0.0429 total_charge=0 homo_ev=-11.6789
C 0.50106 -1.99059 -0.03042
C 1.87624 -1.27782 0.06862
H 0.08654 -2.32052 0.92677
H -0.27903 -1.28721 -0.32740
H 0.55488 -2.83405 -0.71326
H 2.68560 -1.89922 -0.30137
H 1.77124 -0.34922 -0.48274
H 2.09864 -1.08015 1.11519
C -1.86287 1.71400 0.27719
C -0.49161 1.60418 -0.38405
H -1.84176 2.23003 1.23667
H -2.56456 2.24271 -0.36889
H -2.27738 0.73274 0.50591
H 0.15379 2.48094 -0.38382
H -0.46988 1.14899 -1.37282
H 0.05911 0.88519 0.23444

***

8.
16
Properties=species:S:1:pos:R:3 method="wB97M-V/def2-TZVPD" e_above_lowest_ev=0.055 lumo_energy_ha=0.0422 total_charge=0 homo_ev=-11.8213
C 2.23922 -0.75799 -0.46306
C 1.09516 -1.20189 -1.37779
H 2.93263 -1.57290 -0.27870
H 2.81566 0.04306 -0.91311
H 1.87297 -0.47132 0.51900
H 0.69831 -2.14332 -1.02824
H 1.46333 -1.29938 -2.39824
H 0.29638 -0.46282 -1.39580
C -1.68193 1.66015 0.61094
C -1.69761 0.29071 1.24229
H -0.65860 2.04124 0.48822
H -2.09377 1.69076 -0.40056
H -2.20089 2.42373 1.18654
H -2.68858 0.00770 1.58201
H -1.02362 0.22168 2.09471
H -1.36867 -0.46940 0.53180

***

9.
16
Properties=species:S:1:pos:R:3 method="wB97M-V/def2-TZVPD" e_above_lowest_ev=1.454 lumo_energy_ha=0.0408 total_charge=0 homo_ev=-10.9775
C -0.36377 -1.74766 1.91616
C -1.38095 -0.66287 1.67535
H 0.09358 -1.64260 2.87000
H -1.10662 -2.73721 2.01793
H 0.40564 -1.91964 1.21490
H -1.97376 -0.39268 2.53533
H -2.04056 -0.78398 0.84682
H -0.93895 0.40551 1.51095
C 0.48545 0.52563 -1.85411
C 1.28963 1.81600 -1.73825
H 0.76187 0.04718 -2.87121
H 0.92708 -0.35222 -1.31256
H -0.60629 0.71013 -1.86659
H 1.60456 2.39624 -2.68550
H 2.12155 1.61511 -1.07619
H 0.72152 2.72306 -1.18303

***

10.
16
Properties=species:S:1:pos:R:3 method="wB97M-V/def2-TZVPD" e_above_lowest_ev=0.453 lumo_energy_ha=0.0406 total_charge=0 homo_ev=-11.5095
C 0.76077 -0.74989 -1.70612
C 0.83754 0.32122 -2.81827
H 1.38400 -0.40110 -0.87263
H -0.23798 -1.00582 -1.36113
H 1.22646 -1.68476 -2.02211
H 1.87506 0.43574 -3.10252
H 0.44244 1.25481 -2.42698
H 0.13333 -0.04087 -3.56757
C -0.93984 -0.27189 1.69220
C -0.73304 0.81306 2.80838
H -1.90366 -0.63219 1.35405
H -0.43429 0.08269 0.78987
H -0.36619 -1.13578 2.04060
H -0.61228 0.22045 3.71417
H -1.61431 1.44202 2.88044
H 0.18200 1.35230 2.59762

***

11.
16
Properties=species:S:1:pos:R:3 method="wB97M-V/def2-TZVPD" e_above_lowest_ev=1.013 lumo_energy_ha=0.0419 total_charge=0 homo_ev=-11.2496
C 1.33534 -0.04987 1.33939
C 0.38105 0.80912 2.12309
H 2.31771 0.26925 1.55845
H 1.18421 -1.12081 1.46503
H 0.99765 0.10326 0.17664
H -0.63644 0.29979 2.12276
H 0.26515 1.84663 1.69445
H 0.67635 0.94231 3.09533
C -1.37336 -0.09888 -1.26416
C -0.32363 -0.65415 -2.21172
H -1.37638 -0.61318 -0.21706
H -1.17042 0.94165 -1.00369
H -2.39159 -0.17080 -1.53531
H 0.60047 -0.12804 -2.40350
H -0.63403 -0.90530 -3.23173
H 0.14792 -1.47097 -1.70799

***

12.
16
Properties=species:S:1:pos:R:3 method="wB97M-V/def2-TZVPD" e_above_lowest_ev=0.166 lumo_energy_ha=0.0421 total_charge=0 homo_ev=-11.5995
C -0.37584 -1.63327 0.36455
C -1.82795 -1.99331 0.09587
H -0.31856 -0.70494 0.93082
H 0.08262 -2.37361 1.03543
H 0.15684 -1.53798 -0.57096
H -1.87574 -3.01257 -0.28956
H -2.19916 -1.38664 -0.73573
H -2.50073 -1.83594 0.93630
C 0.73239 1.62067 -0.85755
C 1.48429 2.03838 0.39417
H -0.21262 1.16218 -0.54085
H 0.46344 2.47152 -1.47189
H 1.28489 0.90979 -1.47949
H 2.12136 2.91881 0.25745
H 2.17421 1.27646 0.75105
H 0.84769 2.29840 1.23394